Density functional theory data (ωB97M-V with the def2-TZVPD basis set) for C39H33BF2N5O4PPdS as an isolated structure in a non-equilibrium geometry.

The total energy is -86331.291 eV. As for the multiplicity: 5. Its net charge is 0. Its orbital gap (spin up / spin down) is 4.252 / 6.162 eV. As for the strongest force on any atom: 0.0799 Eh/bohr. Its expectation value of S² is 6.03.

The geometry in XYZ format:
```
87
Properties=species:S:1:pos:R:3:forces:R:3:mulliken_spin:R:1
Pd -0.0614 -1.3689 -1.7039 1.5 0.7 0.6 1.4639
C 2.4851 1.8284 3.9803 -0.4 -0.2 1.9 0.0030
C 1.6356 2.6014 3.0630 -0.7 0.7 -0.6 0.0057
C 1.4113 3.9505 3.3650 -0.1 0.9 -0.3 0.0010
C 0.8226 4.8618 2.4574 0.3 0.2 0.8 0.0000
C 0.2759 4.3639 1.3016 -0.3 -1.5 0.0 0.0025
C 0.3286 2.9625 1.0776 -0.7 0.0 -0.6 0.0042
C 1.0445 2.0655 1.9093 -0.6 0.8 -0.3 -0.0013
P 1.2328 0.3499 1.2891 -1.3 0.0 -0.7 0.0338
C 1.3175 -1.0694 2.3445 0.7 -1.6 1.4 0.0030
C 2.4272 -1.4881 3.1653 -0.8 0.5 -0.3 -0.0098
C 2.2618 -2.5574 4.0469 -1.1 0.5 -0.5 0.0023
C 1.0276 -3.2445 4.0674 0.2 0.3 0.0 -0.0002
C -0.0229 -2.9299 3.1998 1.7 0.8 -0.9 0.0050
C 0.1385 -1.8626 2.2680 1.1 0.9 0.1 0.0473
C -2.1412 -1.0342 1.6964 -0.5 1.0 -0.4 0.0576
C 2.6083 0.4560 0.1883 0.0 -0.1 -0.2 0.0557
C 3.6179 1.3811 0.4903 -0.1 1.3 1.0 -0.0459
C 4.7656 1.4815 -0.2939 -0.2 1.7 2.4 0.0440
C 4.9299 0.6656 -1.3416 -0.4 -2.8 -3.0 -0.0019
C 3.9229 -0.2646 -1.6632 -0.3 0.1 -0.3 0.0334
C 2.7537 -0.4433 -0.9145 0.4 0.2 1.6 -0.0569
C 1.8755 -1.5875 -1.1047 1.8 -1.5 -0.8 0.3089
H 2.8698 2.5761 4.7033 0.1 -0.8 -0.2 0.0001
H 3.3208 1.3320 3.4947 0.0 -0.1 0.0 0.0002
H 1.8678 1.0837 4.5530 0.7 0.5 -0.5 -0.0007
H 1.6929 4.3111 4.3568 0.3 0.0 -0.4 0.0002
H 0.7592 5.9684 2.6137 0.1 -1.2 0.3 -0.0001
H -0.2962 5.0349 0.6674 0.2 -0.4 -0.2 -0.0001
H -0.2800 2.5734 0.2350 0.7 0.2 0.5 0.0011
H 3.3934 -0.9609 3.1261 -0.6 -0.1 0.0 -0.0013
H 3.0119 -2.7815 4.7876 0.3 -0.2 -0.2 0.0008
H 0.8955 -4.0621 4.7874 0.0 0.4 -0.4 0.0003
H -0.8694 -3.5564 3.2296 -1.0 -0.4 -0.2 0.0348
H -3.9842 -1.8400 1.6369 0.6 -1.0 0.7 0.0445
H -2.6656 -0.3947 0.9656 0.3 -0.3 0.0 -0.0005
H -2.0944 -0.4289 2.5904 0.5 0.2 0.4 -0.0160
H 3.5408 2.0879 1.3881 -0.1 -1.1 -1.5 0.0121
H 5.4973 2.2435 -0.0237 -0.1 -0.3 -0.1 0.0039
H 5.8203 0.6017 -1.9871 -0.4 0.5 0.5 0.0029
H 3.9212 -0.9235 -2.5248 0.8 0.2 -0.1 -0.0019
H 1.7659 -2.3264 -0.2748 0.1 1.0 -0.1 -0.0240
H 2.2780 -2.1783 -1.9587 -0.2 0.3 0.4 0.0194
N -0.8505 6.4892 -2.7201 -1.7 1.7 -0.8 0.0000
C -0.5953 5.2121 -3.0850 0.4 -1.2 -1.4 0.0004
C 0.3516 4.5158 -2.3326 0.2 1.3 1.1 -0.0002
C 0.8206 3.2832 -2.6319 -1.2 -1.4 -1.5 -0.0009
C 0.2176 2.6669 -3.7657 0.8 -1.0 -0.8 0.0048
C -0.6774 3.3405 -4.5993 0.1 0.1 0.8 -0.0006
C -1.1276 4.6004 -4.2310 -0.9 0.3 0.5 0.0000
S 0.6918 1.0009 -4.3768 -0.4 0.6 1.4 0.0118
O 2.0891 0.8624 -3.9885 -1.0 -0.2 -0.7 -0.0005
O 0.1807 0.9283 -5.7203 1.0 0.0 -0.1 0.0086
N -0.1195 -0.1254 -3.4875 -0.1 1.2 -0.7 0.0679
C -1.4165 -0.4657 -3.7102 0.1 -0.3 0.5 -0.0066
N -2.2573 0.0283 -4.6086 0.1 0.8 -0.2 0.0043
C -3.4373 -0.5510 -4.7333 0.5 -0.5 0.4 0.0058
C -3.7417 -1.7163 -4.0460 -0.1 -1.1 0.6 0.0042
C -2.8550 -2.1817 -3.0480 0.0 1.4 -1.6 0.0087
N -1.7586 -1.4589 -2.8032 -1.7 -0.6 -2.1 0.0336
H -0.1959 6.8609 -2.0794 0.4 0.6 0.4 0.0000
H -1.2128 7.1612 -3.4205 0.5 -0.9 0.9 0.0000
H 0.7233 5.0537 -1.4585 0.2 -0.2 -0.1 -0.0003
H 1.5823 2.8060 -2.0347 0.0 -0.2 0.0 -0.0004
H -1.0243 2.9027 -5.5295 0.0 -0.2 0.4 0.0006
H -2.0349 5.0138 -4.7093 0.9 0.1 -0.1 0.0000
H -4.1250 -0.1012 -5.4442 0.0 -0.1 0.0 -0.0002
H -4.6053 -2.3074 -4.3174 -0.1 0.1 0.2 0.0005
H -2.9586 -3.1465 -2.5664 -0.2 0.2 0.4 -0.0055
O -0.2419 -0.0399 0.6578 1.6 -0.2 0.5 0.0200
C -0.8036 -1.3680 1.1311 0.7 0.3 0.9 -0.1447
N -0.8054 -2.2239 -0.0131 0.4 0.8 1.8 0.2807
C -1.5958 -3.2477 0.0898 -1.8 -2.2 1.2 0.4279
O -1.3004 -4.3783 -0.6631 0.2 -1.1 -0.7 0.0131
C -2.6853 -3.3701 1.0177 0.6 -1.1 0.2 -0.0402
C -3.3634 -4.5638 1.2844 0.9 0.6 -1.6 0.2983
C -3.8923 -4.8322 2.5628 -0.2 1.6 2.1 0.3595
C -3.7640 -3.8936 3.6511 -1.2 -2.2 -0.3 0.0014
C -3.1146 -2.7226 3.4448 1.0 2.4 -1.8 0.5188
C -2.9667 -2.2551 1.9765 -1.5 0.3 0.2 0.0172
H -3.4366 -5.2842 0.4773 0.2 -0.3 0.3 0.0400
H -4.2108 -5.8377 2.7100 -0.7 -0.4 0.4 0.0402
H -4.2464 -4.0247 4.6366 0.6 -0.7 -0.5 0.0053
H -2.7146 -2.0234 4.1985 -0.7 -0.5 -0.2 -0.0012
F 0.2522 -5.7574 0.4936 -0.2 -0.1 -0.3 0.0035
B -0.7145 -5.6285 -0.4150 -0.9 2.1 0.8 -0.0061
F -1.1616 -6.6989 -1.0477 0.2 0.2 -0.1 -0.0009
```
Forces are in eV/Å.